(1)
The following is a quantum chemistry calculation of a molecular structure, C26H60BeN8O20S2 in a non-equilibrium geometry, from the Open Molecules 2025 dataset.

ORCA input file:
```
! wB97M-V def2-TZVPD RIJCOSX def2/J DEFGRID3
* xyz 1 2
Be -1.188 3.429 -0.518
O -2.266 1.194 0.191
C -1.250 0.206 0.406
C 0.284 0.746 0.724
O 0.758 1.951 0.082
H -1.153 -0.396 -0.497
H -1.543 -0.436 1.237
H 1.038 -0.021 0.543
H 0.243 0.969 1.790
C -4.900 -0.134 2.156
N -4.032 -1.289 2.560
O -3.462 -1.278 3.664
O -4.084 -2.249 1.834
H -4.556 0.212 1.181
H -4.844 0.656 2.905
H -5.957 -0.272 1.928
C 4.524 -1.530 0.780
N 4.470 -3.016 0.882
O 4.486 -3.689 -0.164
O 4.387 -3.507 1.980
H 3.530 -1.333 0.378
H 5.301 -1.095 0.150
H 4.583 -1.140 1.796
C -1.262 -3.877 0.542
C -0.303 -4.685 -0.432
O 0.777 -5.129 0.408
S 0.957 -4.265 1.798
O 1.521 -2.942 1.437
O 1.526 -5.072 2.939
O -0.751 -4.145 1.845
H -2.342 -4.028 0.521
H -1.189 -2.808 0.339
H 0.150 -4.126 -1.251
H -0.764 -5.566 -0.877
C 3.343 0.758 -1.451
C 4.029 2.036 -1.737
O 4.813 1.624 -2.866
S 5.568 0.103 -2.605
O 6.647 0.290 -1.636
O 5.714 -0.581 -3.902
O 4.138 -0.381 -1.866
H 2.354 0.726 -1.909
H 3.254 0.719 -0.365
H 4.730 2.443 -1.009
H 3.338 2.836 -2.003
C 2.152 -1.186 3.751
O 3.310 -1.527 4.061
N 1.058 -1.724 4.304
C -0.323 -1.519 3.788
C 1.137 -2.761 5.324
H 1.957 -0.497 2.915
H -0.686 -2.269 3.085
H -0.342 -0.542 3.306
H -1.037 -1.346 4.593
H 0.809 -3.676 4.830
H 2.144 -2.892 5.719
H 0.487 -2.364 6.104
C -2.905 1.872 -2.979
O -1.994 2.653 -2.672
N -3.761 2.073 -4.021
C -4.662 0.976 -4.361
C -3.553 3.151 -4.962
H -3.138 0.950 -2.426
H -4.188 0.255 -5.027
H -5.471 1.420 -4.941
H -5.084 0.464 -3.496
H -2.986 2.666 -5.757
H -4.517 3.314 -5.445
H -3.016 4.009 -4.558
C 0.314 -0.982 -3.573
O 0.217 -2.154 -3.975
N 0.311 0.133 -4.306
C 0.545 1.488 -3.854
C 0.345 0.117 -5.778
H 0.233 -0.751 -2.500
H 0.418 1.409 -2.774
H -0.172 2.196 -4.269
H 1.553 1.843 -4.068
H 1.373 0.003 -6.122
H -0.256 -0.615 -6.319
H 0.089 1.116 -6.130
C 3.366 3.748 1.487
O 3.551 4.828 0.925
N 4.392 3.045 2.019
C 5.796 3.431 1.806
C 4.233 1.730 2.611
H 2.385 3.255 1.575
H 6.359 3.409 2.739
H 5.964 4.361 1.261
H 6.341 2.684 1.229
H 3.163 1.554 2.724
H 4.753 0.943 2.065
H 4.759 1.777 3.564
C -2.207 3.293 2.986
O -1.731 3.953 2.014
N -1.509 2.751 3.966
C -2.160 1.898 4.996
C -0.140 2.860 4.076
H -3.301 3.237 3.098
H -1.806 0.876 4.861
H -3.227 1.695 4.896
H -1.878 2.096 6.030
H 0.267 1.897 3.770
H 0.355 3.639 3.496
H 0.153 2.993 5.117
C -5.379 -2.306 -3.423
O -5.560 -2.530 -4.594
N -4.230 -1.935 -2.883
C -2.961 -1.962 -3.513
C -4.293 -1.600 -1.476
H -6.112 -2.459 -2.617
H -2.686 -1.018 -3.984
H -2.741 -2.736 -4.248
H -2.149 -2.111 -2.800
H -3.910 -0.598 -1.282
H -5.245 -1.696 -0.952
H -3.586 -2.210 -0.914
*
```

Calculated values
- Molar mass: 877.9 g/mol
- Kohn-Sham gap (spin up / spin down): 4.47 / 4.41 eV
- HOMO energy (spin up / spin down): -11.2 / -11.2 eV

Atom charges from the Löwdin analysis, given in e for atoms 1 to 99: Be 1.12; O -0.07; C -0.19; C -0.26; O -0.28; H 0.11; H 0.09; H 0.10; H 0.06; C 0.05; N -0.40; O 0.06; O 0.08; H 0.07; H 0.09; H 0.11; C 0.03; N -0.42; O 0.05; O 0.08; H 0.08; H 0.09; H 0.07; C -0.17; C -0.11; O -0.22; S 0.82; O -0.27; O -0.22; O -0.24; H 0.12; H 0.08; H 0.12; H 0.13; C -0.20; C -0.17; O -0.23; S 0.80; O -0.25; O -0.23; O -0.23; H 0.10; H 0.10; H 0.12; H 0.14; C -0.34; O -0.01; N -0.17; C -0.05; C -0.02; H 0.11; H 0.06; H 0.05; H 0.07; H 0.08; H 0.10; H 0.09; C -0.28; O -0.08; N -0.16; C -0.02; C -0.01; H 0.12; H 0.10; H 0.10; H 0.09; H 0.10; H 0.10; H 0.10; C -0.35; O 0.00; N -0.16; C -0.07; C -0.02; H 0.12; H 0.06; H 0.08; H 0.10; H 0.10; H 0.10; H 0.08; C -0.34; O -0.01; N -0.18; C -0.03; C -0.04; H 0.11; H 0.09; H 0.09; H 0.08; H 0.07; H 0.07; H 0.10; C -0.29; O -0.09; N -0.16; C 0.00; C -0.05; H 0.15

(2)
The following is a quantum chemistry calculation of 3 unconnected molecules or ions with the total composition C26H61FIN6O11P3S2 in a non-equilibrium geometry, from the Open Molecules 2025 dataset.

ORCA input file:
```
! wB97M-V def2-TZVPD RIJCOSX def2/J DEFGRID3
* xyz 0 1
C -5.734 3.770 -3.449
C -4.405 3.925 -4.401
O -4.216 2.642 -5.128
C -3.095 1.982 -4.438
O -1.890 1.928 -5.062
C -3.170 1.234 -2.970
C -1.669 0.738 -2.424
C -1.673 0.231 -0.869
C -1.133 1.374 0.229
C -1.363 2.885 -0.356
S -1.363 4.271 0.898
C -0.555 5.727 -0.039
C 0.166 6.813 0.955
C -2.125 1.143 1.556
I -4.206 1.875 1.189
O -2.310 -0.267 1.914
S -0.856 -1.077 2.248
O -0.680 -1.296 3.802
O -1.043 -2.540 1.682
C 0.658 -0.391 1.401
O 1.228 -1.463 0.518
C 0.437 0.971 0.521
F 1.042 0.650 -0.832
C 1.394 2.171 1.081
P 1.342 2.559 2.924
O 2.846 2.417 3.491
O 0.896 4.233 3.321
O 0.360 1.550 3.931
H -6.217 2.704 -3.460
H -5.422 3.975 -2.315
H -6.553 4.535 -3.792
H -4.568 4.770 -5.194
H -3.398 4.099 -3.797
H -3.784 0.227 -3.152
H -3.772 1.827 -2.155
H -1.437 -0.233 -3.082
H -0.813 1.499 -2.702
H -2.797 -0.103 -0.643
H -1.058 -0.789 -0.780
H -0.490 3.106 -1.138
H -2.368 3.016 -0.986
H -1.278 6.207 -0.835
H 0.321 5.222 -0.673
H 0.318 6.447 2.060
H -0.378 7.859 1.020
H 1.255 7.007 0.507
H -1.731 1.835 2.413
H 1.485 -0.245 2.250
H 2.240 -1.426 0.633
H 2.511 1.830 0.826
H 1.277 3.201 0.489
H -0.046 4.218 3.716
H 0.889 1.362 4.779
O 7.766 0.580 1.694
P 7.377 0.132 3.124
N 6.976 1.692 3.606
C 7.832 2.746 4.095
C 5.705 2.221 3.128
N 8.964 -0.385 3.518
C 9.836 0.111 4.567
C 9.824 -0.772 2.387
N 6.930 -0.383 4.768
C 5.791 -1.306 4.673
C 6.743 0.440 5.961
H 7.337 3.268 4.928
H 8.070 3.484 3.315
H 8.768 2.388 4.504
H 4.885 1.827 3.737
H 5.521 1.937 2.088
H 5.652 3.315 3.177
H 10.309 1.058 4.297
H 10.647 -0.602 4.767
H 9.341 0.219 5.531
H 10.247 0.107 1.874
H 9.270 -1.367 1.653
H 10.663 -1.402 2.708
H 4.874 -0.766 4.412
H 5.627 -1.850 5.610
H 5.975 -2.057 3.898
H 5.843 1.062 5.907
H 7.595 1.087 6.175
H 6.645 -0.199 6.847
O -3.634 -3.094 -3.741
P -4.993 -3.742 -3.378
N -4.274 -5.132 -2.764
C -3.821 -6.311 -3.461
C -3.660 -5.027 -1.446
N -5.516 -3.831 -5.008
C -5.850 -5.015 -5.781
C -4.919 -2.860 -5.940
N -6.556 -4.486 -2.962
C -7.219 -3.645 -1.956
C -6.842 -5.882 -2.637
H -4.085 -7.209 -2.881
H -2.733 -6.307 -3.620
H -4.292 -6.451 -4.425
H -4.429 -5.087 -0.670
H -3.133 -4.076 -1.328
H -2.933 -5.823 -1.249
H -4.960 -5.543 -6.132
H -6.430 -4.744 -6.673
H -6.496 -5.713 -5.252
H -3.908 -3.164 -6.257
H -4.855 -1.865 -5.488
H -5.526 -2.737 -6.846
H -6.723 -3.739 -0.983
H -8.277 -3.903 -1.841
H -7.179 -2.593 -2.256
H -6.436 -6.181 -1.665
H -6.477 -6.581 -3.392
H -7.926 -6.046 -2.602
*
```

Calculated values
- Molar mass: 936.8 g/mol
- Kohn-Sham gap: 6.54 eV
- Relative energy (zero: lowest compared OMol25 entry of this formula, charge and spin): 1291.5 kJ/mol
- SMILES: CCOC(=O)CCC[C@@]1(CSCC)[C@@H](I)OS(=O)(=O)[C@@H](O)[C@]1(F)CP(=O)(O)O.CN(C)P(=O)(N(C)C)N(C)C.CN(C)P(=O)(N(C)C)N(C)C
- HOMO energy: -7.5 eV

Atom charges from the Löwdin analysis, given in e for atoms 1 to 99: C -0.10; C -0.21; O -0.12; C -0.26; O -0.02; C -0.09; C -0.17; C -0.13; C -0.34; C -0.47; S 0.73; C -0.49; C -0.17; C -0.64; I 0.89; O -0.34; S 0.89; O -0.35; O -0.34; C -0.26; O -0.07; C -0.27; F -0.05; C -0.14; P 0.75; O -0.39; O -0.26; O -0.24; H 0.09; H 0.08; H 0.08; H 0.14; H 0.13; H 0.14; H 0.08; H 0.14; H 0.12; H 0.11; H 0.14; H 0.11; H 0.07; H 0.09; H 0.08; H 0.06; H 0.08; H 0.09; H 0.08; H 0.17; H 0.15; H 0.15; H 0.12; H 0.08; H 0.12; O -0.31; P 0.73; N -0.36; C -0.12; C -0.13; N -0.31; C -0.14; C -0.15; N -0.30; C -0.16; C -0.13; H 0.09; H 0.09; H 0.05; H 0.04; H 0.07; H 0.09; H 0.08; H 0.08; H 0.06; H 0.08; H 0.07; H 0.08; H 0.07; H 0.08; H 0.07; H 0.08; H 0.06; H 0.09; O -0.32; P 0.73; N -0.36; C -0.12; C -0.11; N -0.30; C -0.14; C -0.15; N -0.30; C -0.16; C -0.13; H 0.09; H 0.09; H 0.05; H 0.07; H 0.07; H 0.09

(3)
The following is a quantum chemistry calculation of a molecular structure, C26H61NO10S4Si2 in a non-equilibrium geometry, from the Open Molecules 2025 dataset.

ORCA input file:
```
! wB97M-V def2-TZVPD RIJCOSX def2/J DEFGRID3
* xyz 0 1
C 0.896 -4.920 1.780
C 1.398 -4.031 0.932
C 2.170 -2.932 0.001
C 1.105 -2.117 -0.897
C 1.738 -0.755 -1.576
Si 0.462 0.651 -1.120
C 0.653 0.901 0.784
C 2.229 0.897 1.260
C 3.035 2.191 0.714
C 4.027 1.903 -0.528
S 5.582 0.978 -0.043
O 5.315 -0.228 0.857
O 6.646 1.914 0.545
O 6.259 0.340 -1.476
N 1.025 2.094 -2.051
C 0.538 2.077 -3.466
C 1.630 2.802 -4.463
C 2.585 1.674 -5.139
O -1.089 0.043 -1.616
Si -2.411 1.074 -1.167
C -3.490 1.559 -2.717
C -4.081 0.278 -3.503
C -2.936 -0.513 -4.383
C -3.597 -0.037 -0.086
O -5.008 0.245 -0.327
C -5.728 -0.956 0.109
O -1.997 2.429 -0.163
C -1.808 3.662 -0.912
C -2.961 4.762 -0.528
C -2.541 6.118 -1.346
O -2.821 5.121 0.898
H 0.552 -5.639 2.619
H 2.731 -2.253 0.757
H 2.920 -3.556 -0.642
H 0.606 -2.809 -1.689
H 0.230 -1.805 -0.185
H 2.766 -0.586 -1.077
H 1.834 -0.882 -2.724
H -0.008 0.209 1.422
H 0.289 1.990 1.015
H 2.186 1.010 2.421
H 2.755 -0.103 1.057
H 2.353 3.092 0.451
H 3.712 2.555 1.595
H 3.536 1.401 -1.441
H 4.398 2.947 -0.901
H 5.906 -0.582 -1.548
H 0.813 2.978 -1.559
H -0.453 2.649 -3.637
H 0.354 0.998 -3.878
H 1.068 3.349 -5.327
H 2.210 3.588 -3.857
H 3.101 2.139 -6.061
H 1.931 0.796 -5.491
H 3.377 1.391 -4.346
H -4.345 2.232 -2.286
H -2.844 2.227 -3.397
H -4.689 -0.454 -2.858
H -4.824 0.695 -4.306
H -2.417 -1.226 -3.632
H -2.185 0.233 -4.839
H -3.531 -1.121 -5.169
H -3.408 -1.124 -0.481
H -3.283 -0.037 1.023
H -5.775 -1.789 -0.692
H -5.216 -1.426 1.048
H -6.788 -0.613 0.402
H -0.812 4.134 -0.515
H -1.662 3.532 -2.046
H -4.027 4.400 -0.761
H -1.374 6.123 -1.438
H -2.800 7.084 -0.757
H -2.943 6.109 -2.425
H -2.069 5.770 0.998
C 1.858 -1.115 5.277
S 1.180 -2.312 4.105
O 0.805 -1.561 2.864
C -0.341 -2.635 5.024
H 2.806 -0.744 4.883
H 1.165 -0.280 5.401
H 2.033 -1.605 6.237
H -0.898 -1.706 5.163
H -0.096 -3.075 5.992
H -0.948 -3.338 4.451
C -6.525 -5.948 1.298
S -5.470 -5.612 -0.130
O -5.108 -4.161 -0.088
C -6.767 -5.811 -1.372
H -5.925 -5.842 2.203
H -7.353 -5.238 1.327
H -6.907 -6.969 1.236
H -7.580 -5.108 -1.179
H -7.142 -6.836 -1.347
H -6.339 -5.606 -2.355
C 7.426 -0.084 5.689
S 6.013 0.792 4.981
O 4.771 0.130 5.493
C 6.269 0.226 3.286
H 7.441 0.097 6.765
H 7.331 -1.156 5.504
H 8.349 0.294 5.246
H 6.246 -0.864 3.250
H 7.230 0.594 2.921
H 5.471 0.622 2.662
*
```

Calculated values
- Molar mass: 732.2 g/mol
- Kohn-Sham gap: 8.97 eV
- HOMO energy: -8.5 eV

Atom charges from the Löwdin analysis, given in e for atoms 1 to 99: C 0.03; C -0.11; C -0.19; C -0.24; C -0.21; Si 0.47; C -0.21; C -0.22; C -0.20; C -0.23; S 0.78; O -0.39; O -0.35; O -0.21; N -0.10; C -0.28; C -0.23; C -0.13; O -0.28; Si 0.52; C -0.24; C -0.27; C -0.12; C -0.25; O -0.29; C -0.13; O -0.23; C -0.23; C -0.31; C -0.08; O -0.10; H 0.05; H 0.10; H 0.12; H 0.12; H 0.10; H 0.05; H 0.08; H 0.08; H 0.09; H 0.12; H 0.08; H 0.12; H 0.12; H 0.08; H 0.13; H 0.09; H 0.06; H 0.09; H 0.11; H 0.10; H 0.10; H 0.07; H 0.07; H 0.07; H 0.10; H 0.07; H 0.10; H 0.11; H 0.07; H 0.07; H 0.07; H 0.11; H 0.11; H 0.08; H 0.10; H 0.10; H 0.13; H 0.10; H 0.15; H 0.08; H 0.09; H 0.08; H 0.10; C -0.26; S 0.81; O -0.56; C -0.27; H 0.01; H 0.06; H 0.06; H 0.06; H 0.05; H 0.04; C -0.27; S 0.82; O -0.56; C -0.27; H 0.05; H 0.06; H 0.05; H 0.06; H 0.05; H 0.05; C -0.27; S 0.83; O -0.57; C -0.28; H 0.05